Record 1
124
Properties=species:S:1:pos:R:3:mulliken_charge:R:1 method="wB97M-V/def2-TZVPD" homo_lumo_gap_ev="3.891 / 3.893" charge=+3 homo_energy_ha="-0.5395 / -0.5395" multiplicity=1
Pd 0.075 -0.356 0.035 1.011
C 2.611 -5.721 -0.069 -0.777
C 2.795 -4.412 0.355 -0.881
C 1.715 -3.551 0.420 -0.041
C 0.451 -4.000 0.041 0.935
C 0.265 -5.313 -0.392 -0.663
C 1.350 -6.170 -0.434 -0.815
P -0.949 -2.868 0.275 1.847
C -2.240 -3.451 -0.826 0.514
C -3.600 -3.491 -0.514 -0.748
C -4.516 -3.771 -1.513 -0.651
C -4.092 -4.000 -2.817 -0.784
C -2.739 -3.961 -3.129 -1.007
C -1.818 -3.670 -2.147 -1.014
C -1.289 -3.109 2.050 0.743
C -1.921 -4.272 2.479 -0.348
C -2.088 -4.501 3.835 -1.027
C -1.633 -3.575 4.760 -0.859
C -0.990 -2.424 4.335 -0.386
C -0.798 -2.186 2.980 0.152
Si -0.034 -0.537 2.392 0.981
C -1.335 0.773 2.917 -0.146
C -1.296 1.432 4.140 -0.643
C -2.321 2.287 4.510 -0.732
C -3.401 2.495 3.665 -0.938
C -3.462 1.845 2.445 -0.299
C -2.421 0.999 2.070 -0.467
P -2.516 0.170 0.457 3.320
C -2.400 1.488 -0.787 1.078
C -2.124 2.812 -0.449 -1.221
C -2.057 3.768 -1.449 -0.501
C -2.249 3.411 -2.775 -1.036
C -2.504 2.089 -3.116 -1.208
C -2.565 1.123 -2.128 -1.064
C -4.243 -0.381 0.435 0.750
C -4.653 -1.163 1.519 -0.944
C -5.964 -1.587 1.601 -0.454
C -6.862 -1.262 0.591 -0.766
C -6.452 -0.486 -0.483 -0.700
C -5.142 -0.055 -0.577 -0.949
C 1.657 0.170 2.896 1.046
C 2.503 -0.423 3.819 -0.634
C 3.663 0.231 4.207 -0.902
C 3.959 1.483 3.695 -1.188
C 3.112 2.087 2.778 -0.211
C 1.981 1.411 2.337 -0.525
P 0.872 2.112 1.050 1.798
C 1.837 2.290 -0.505 1.221
C 3.181 2.643 -0.540 -0.699
C 3.800 2.872 -1.756 -0.656
C 3.095 2.762 -2.945 -0.974
C 1.756 2.408 -2.917 -0.897
C 1.134 2.165 -1.705 0.527
C 0.795 3.849 1.576 0.546
C 0.769 4.884 0.638 -0.641
C 0.744 6.196 1.071 -0.940
C 0.711 6.486 2.429 -0.737
C 0.703 5.456 3.361 -1.008
C 0.721 4.142 2.940 -0.857
H 3.451 -6.397 -0.113 0.462
H 3.778 -4.071 0.642 0.558
H 1.831 -2.519 0.756 -0.145
H -0.713 -5.665 -0.687 0.467
H 1.213 -7.193 -0.748 0.491
H -3.930 -3.335 0.502 0.561
H -5.567 -3.817 -1.278 0.562
H -4.814 -4.212 -3.590 0.473
H -2.408 -4.157 -4.137 0.502
H -0.759 -3.636 -2.377 0.658
H -2.271 -4.999 1.761 0.559
H -2.573 -5.404 4.171 0.501
H -1.776 -3.748 5.815 0.509
H -0.634 -1.708 5.060 0.563
H -0.469 1.259 4.815 0.568
H -2.287 2.782 5.468 0.540
H -4.198 3.161 3.956 0.506
H -4.306 1.996 1.787 0.624
H -1.993 3.098 0.586 0.339
H -1.867 4.797 -1.189 0.607
H -2.205 4.162 -3.547 0.503
H -2.662 1.816 -4.148 0.515
H -2.764 0.086 -2.377 0.731
H -3.941 -1.415 2.296 0.500
H -6.291 -2.176 2.445 0.524
H -7.880 -1.613 0.644 0.455
H -7.158 -0.211 -1.252 0.514
H -4.839 0.566 -1.407 0.530
H 2.250 -1.380 4.247 0.574
H 4.320 -0.224 4.931 0.510
H 4.851 2.002 4.012 0.534
H 3.322 3.088 2.429 0.650
H 3.747 2.773 0.370 0.289
H 4.839 3.169 -1.768 0.344
H 3.579 2.980 -3.884 0.478
H 1.184 2.348 -3.830 0.570
H 0.070 1.956 -1.690 -0.773
H 0.791 4.665 -0.421 0.588
H 0.756 7.002 0.354 0.510
H 0.672 7.511 2.763 0.451
H 0.685 5.679 4.416 0.503
H 0.705 3.335 3.660 0.492
S 6.929 -0.494 -2.490 -0.121
C 5.247 -0.521 -1.865 -0.086
C 4.244 -1.023 -2.682 -1.074
C 2.952 -1.092 -2.189 -0.693
N 2.623 -0.731 -0.952 1.153
C 3.601 -0.294 -0.162 -0.258
C 4.918 -0.149 -0.570 -0.741
C 7.157 1.290 -2.579 0.417
C 7.521 2.056 -1.484 -0.112
C 7.654 3.428 -1.676 -0.603
N 7.451 3.975 -2.851 -0.542
C 7.131 3.263 -3.900 -0.514
C 6.970 1.882 -3.820 -0.144
H 4.466 -1.361 -3.680 0.542
H 2.169 -1.472 -2.832 0.449
H 3.341 -0.066 0.864 -0.002
H 5.657 0.221 0.123 0.479
H 7.720 1.613 -0.522 0.491
H 7.948 4.085 -0.871 0.389
H 7.014 3.787 -4.838 0.423
H 6.724 1.298 -4.692 0.474
O -0.248 -1.020 -2.883 -0.350
C -0.105 -0.619 -1.836 -0.002



Record 2
140
Properties=species:S:1:pos:R:3:mulliken_charge:R:1 method="wB97M-V/def2-TZVPD" smiles="[H]/N=C/CN1C(=O)c2cc(CCOC=O)c(NCC)c(CC=O)c2C1=O.O=C1C=CC(=O)C=C1.O=C1C=CC(=O)C=C1.O=C1C=CC(=O)C=C1.O=C1C=CC(=O)C=C1.O=C1C=CC(=O)C=C1.O=C1C=CC(=O)C=C1.O=C1C=CC(=O)C=C1.O=C1C=CC(=O)C=C1" homo_lumo_gap_ev=7.446 charge=0 homo_energy_ha=-0.3418 multiplicity=1
H 3.042 9.370 4.629 0.217
N 2.771 8.500 4.147 -0.413
C 2.319 8.813 2.998 -0.016
C 1.808 7.702 1.999 -0.690
N 1.670 6.407 2.693 0.754
C 2.733 5.455 2.510 -0.352
O 3.913 5.616 2.625 -0.593
C 2.003 4.124 2.183 0.138
C 2.490 2.835 1.768 -1.181
C 1.580 1.708 1.515 0.627
C 2.097 0.322 1.026 -0.984
C 2.546 -0.628 2.203 -0.550
O 3.863 -1.142 1.821 -0.357
C 4.299 -2.101 2.736 0.069
O 3.995 -3.248 2.577 -0.451
C 0.130 1.946 1.749 -0.132
N -0.863 0.894 1.570 -0.085
C -0.630 -0.144 2.632 1.147
C -1.907 -0.423 3.534 -1.476
C -0.338 3.284 2.175 0.496
C -1.884 3.473 2.356 -0.730
C -2.456 3.744 0.901 0.063
O -3.477 3.257 0.499 -0.497
C 0.573 4.391 2.382 0.082
C 0.337 5.869 2.781 0.067
O -0.655 6.478 3.062 -0.627
H 2.289 9.886 2.653 0.267
H 0.788 8.050 1.674 0.233
H 2.470 7.649 1.092 0.358
H 3.583 2.708 1.605 0.497
H 2.919 0.519 0.291 0.678
H 1.299 -0.227 0.454 0.019
H 2.615 -0.077 3.178 0.507
H 1.864 -1.515 2.241 0.421
H 4.908 -1.734 3.605 0.407
H -0.625 0.451 0.676 0.496
H 0.181 0.213 3.324 0.090
H -0.306 -1.089 2.118 -0.431
H -1.901 -1.527 3.756 0.421
H -1.780 0.084 4.532 0.313
H -2.857 -0.107 3.038 0.321
H -2.301 2.521 2.774 0.097
H -2.069 4.328 3.050 0.577
H -1.793 4.407 0.257 0.345
O -3.152 11.656 0.177 -0.575
C -3.118 11.157 1.286 0.070
C -2.496 9.835 1.514 -0.098
C -2.458 9.288 2.728 -0.357
C -3.038 9.980 3.902 0.213
O -3.003 9.484 5.008 -0.545
C -3.662 11.305 3.673 -0.397
C -3.698 11.851 2.459 -0.330
H -2.076 9.343 0.646 0.489
H -2.007 8.320 2.911 0.671
H -4.082 11.798 4.541 0.423
H -4.148 12.818 2.273 0.478
O -0.226 -2.387 0.673 -0.535
C 0.297 -3.198 -0.075 0.377
C 1.718 -3.587 0.078 -0.027
C 2.284 -4.469 -0.742 -0.627
C 1.516 -5.099 -1.841 0.264
O 2.033 -5.907 -2.590 -0.597
C 0.096 -4.710 -1.994 -0.344
C -0.469 -3.827 -1.171 -0.593
H 2.267 -3.119 0.886 0.266
H 3.321 -4.765 -0.646 0.497
H -0.451 -5.182 -2.805 0.756
H -1.506 -3.531 -1.267 0.508
O -1.007 -6.965 -9.469 -0.571
C -1.098 -6.706 -8.284 0.404
C 0.026 -6.961 -7.354 -0.503
C -0.075 -6.679 -6.057 -0.272
C -1.314 -6.097 -5.491 0.371
O -1.403 -5.839 -4.306 -0.551
C -2.437 -5.843 -6.420 -0.496
C -2.336 -6.125 -7.718 -0.195
H 0.924 -7.385 -7.785 0.437
H 0.735 -6.858 -5.360 0.510
H -3.335 -5.418 -5.989 0.446
H -3.145 -5.944 -8.412 0.335
O 2.417 -10.986 0.930 -0.580
C 1.485 -10.238 0.712 0.361
C 0.304 -10.200 1.605 -0.348
C -0.718 -9.382 1.364 -0.293
C -0.717 -8.474 0.194 0.296
O -1.649 -7.726 -0.025 -0.568
C 0.464 -8.512 -0.699 -0.274
C 1.486 -9.330 -0.458 -0.511
H 0.320 -10.870 2.455 0.429
H -1.590 -9.342 2.005 0.447
H 0.448 -7.842 -1.550 0.546
H 2.358 -9.370 -1.099 0.478
O -2.074 -12.814 1.799 -0.523
C -1.706 -13.762 1.133 0.380
C -0.552 -13.654 0.212 -0.008
C -0.151 -14.692 -0.519 -0.408
C -0.842 -16.000 -0.441 0.337
O -0.475 -16.946 -1.106 -0.540
C -1.997 -16.108 0.480 -0.388
C -2.397 -15.069 1.211 -0.369
H -0.058 -12.691 0.168 0.282
H 0.690 -14.630 -1.198 0.426
H -2.490 -17.071 0.524 0.403
H -3.238 -15.130 1.890 0.413
O 4.603 2.504 6.126 -0.586
C 4.096 3.491 6.621 0.386
C 3.432 3.432 7.944 -0.397
C 2.873 4.512 8.485 -0.359
C 2.894 5.820 7.789 0.334
O 2.386 6.805 8.286 -0.555
C 3.558 5.880 6.467 -0.214
C 4.117 4.798 5.926 -0.346
H 3.426 2.468 8.438 0.415
H 2.383 4.487 9.450 0.410
H 3.563 6.843 5.970 0.386
H 4.607 4.824 4.960 0.515
O -3.120 -5.278 -15.077 -0.544
C -3.210 -5.020 -13.894 0.350
C -2.087 -5.274 -12.964 -0.422
C -2.188 -4.993 -11.666 -0.101
C -3.426 -4.412 -11.099 0.504
O -3.517 -4.153 -9.914 -0.563
C -4.549 -4.157 -12.029 -0.413
C -4.449 -4.438 -13.327 -0.370
H -1.189 -5.699 -13.395 0.420
H -1.379 -5.173 -10.972 0.320
H -5.447 -3.733 -11.597 0.416
H -5.259 -4.258 -14.022 0.403
O -0.285 16.588 1.500 -0.539
C 0.222 15.489 1.407 0.241
C 1.684 15.302 1.549 -0.419
C 2.240 14.096 1.445 -0.368
C 1.419 12.891 1.184 0.252
O 1.926 11.791 1.091 -0.554
C -0.042 13.079 1.042 -0.087
C -0.598 14.284 1.146 -0.257
H 2.269 16.193 1.740 0.404
H 3.307 13.940 1.545 0.433
H -0.627 12.188 0.850 0.410
H -1.666 14.439 1.046 0.462



Record 3
138
Properties=species:S:1:pos:R:3:nbo_charge:R:1 method="wB97M-V/def2-TZVPD" homo_lumo_gap_ev=7.436 charge=+1 homo_energy_ha=-0.3629 multiplicity=1
Zr 0.414 0.145 1.063 2.463
C -8.210 0.506 0.701 -0.636
C -6.785 0.294 0.267 -0.003
C -5.788 1.201 0.623 -0.146
C -4.467 0.996 0.256 -0.226
C -4.151 -0.134 -0.481 -0.275
C -5.115 -1.062 -0.844 -0.197
C -6.431 -0.831 -0.477 -0.189
S -2.479 -0.485 -0.931 1.300
O -1.620 0.340 0.039 -1.008
C -2.392 0.336 -2.501 -0.291
C -2.483 1.742 -2.562 -0.211
C -2.354 2.347 -3.771 -0.145
C -2.113 1.587 -4.945 -0.066
C -1.955 2.223 -6.202 -0.174
C -1.668 1.496 -7.318 -0.187
C -1.512 0.093 -7.233 -0.194
C -1.665 -0.549 -6.039 -0.207
C -1.986 0.180 -4.863 -0.001
C -2.135 -0.459 -3.596 0.092
C -1.910 -1.941 -3.454 -0.097
C -2.881 -2.868 -3.945 0.008
C -4.067 -2.441 -4.600 -0.210
C -4.993 -3.350 -5.022 -0.198
C -4.785 -4.733 -4.819 -0.194
C -3.658 -5.170 -4.186 -0.172
C -2.684 -4.250 -3.724 -0.076
C -1.533 -4.695 -3.018 -0.150
C -0.623 -3.808 -2.540 -0.228
C -0.822 -2.429 -2.775 -0.148
S 0.260 -1.218 -2.049 1.289
O 0.292 -1.609 -0.554 -1.009
C 1.799 -1.718 -2.754 -0.309
C 2.601 -2.649 -2.111 -0.203
C 3.838 -2.950 -2.654 -0.209
C 4.282 -2.324 -3.820 0.041
C 5.671 -2.575 -4.333 -0.643
C 3.442 -1.410 -4.452 -0.218
C 2.204 -1.086 -3.920 -0.129
H -8.402 1.553 0.934 0.225
H -8.428 -0.079 1.596 0.232
H -8.909 0.192 -0.074 0.229
H -6.054 2.088 1.187 0.213
H -3.694 1.706 0.526 0.232
H -4.849 -1.946 -1.416 0.235
H -7.197 -1.540 -0.768 0.224
H -2.614 2.317 -1.655 0.240
H -2.412 3.426 -3.853 0.223
H -2.057 3.300 -6.258 0.220
H -1.546 1.991 -8.272 0.227
H -1.268 -0.474 -8.122 0.227
H -1.538 -1.622 -5.979 0.224
H -4.231 -1.384 -4.767 0.222
H -5.891 -3.011 -5.523 0.225
H -5.523 -5.444 -5.165 0.226
H -3.492 -6.228 -4.023 0.221
H -1.397 -5.759 -2.861 0.224
H 0.247 -4.143 -1.991 0.237
H 2.280 -3.094 -1.176 0.235
H 4.489 -3.652 -2.145 0.228
H 6.009 -3.581 -4.087 0.222
H 6.364 -1.870 -3.868 0.251
H 5.728 -2.440 -5.413 0.222
H 3.783 -0.906 -5.349 0.226
H 1.582 -0.329 -4.386 0.225
O -1.483 0.482 2.694 -0.736
C -1.902 -0.263 3.847 -0.069
C -3.107 -1.122 3.537 -0.408
C -2.933 -1.870 2.213 -0.441
C -1.743 -2.786 2.163 0.239
C -1.950 -4.151 2.327 -0.252
C -0.886 -5.031 2.292 -0.154
C 0.379 -4.512 2.092 -0.205
C 0.513 -3.148 1.934 0.051
N -0.510 -2.274 1.968 -0.506
H -2.189 1.057 2.372 0.502
H -2.093 0.427 4.671 0.185
H -1.045 -0.874 4.114 0.213
H -4.008 -0.506 3.462 0.209
H -3.256 -1.811 4.372 0.224
H -2.823 -1.113 1.441 0.220
H -3.833 -2.440 1.986 0.226
H -2.960 -4.508 2.479 0.223
H -1.042 -6.095 2.415 0.228
H 1.258 -5.141 2.051 0.225
H 1.491 -2.726 1.763 0.241
O 6.033 -0.189 -1.504 -0.459
C 4.948 -0.111 -1.009 0.403
C 3.750 0.705 -1.545 0.405
O 3.747 1.446 -2.494 -0.501
C 2.646 0.375 -0.633 0.223
C 3.041 -0.460 0.366 0.257
O 2.178 -0.858 1.293 -0.861
C 4.436 -0.878 0.231 0.393
O 5.055 -1.659 0.910 -0.510
O 1.389 0.762 -0.732 -0.824
C 0.280 2.545 4.248 -0.690
C 1.045 1.273 4.372 0.426
N 1.039 0.242 3.552 -0.558
C 1.953 -0.667 4.058 -0.050
C 2.505 -0.183 5.191 -0.086
N 1.933 1.060 5.375 -0.348
C 2.326 2.013 6.399 -0.029
N 3.758 2.155 6.385 -0.231
N 4.454 2.143 7.550 -0.015
N 5.696 2.314 7.303 -0.194
C 5.849 2.434 5.931 0.030
C 7.006 2.608 5.162 -0.173
C 6.849 2.661 3.798 -0.224
C 5.574 2.537 3.198 -0.175
C 4.429 2.370 3.940 -0.277
C 4.604 2.329 5.331 0.148
H -0.379 2.500 3.388 0.268
H 0.955 3.394 4.113 0.241
H -0.322 2.733 5.138 0.233
H 2.176 -1.588 3.554 0.239
H 3.265 -0.569 5.848 0.244
H 2.036 1.689 7.395 0.238
H 1.845 2.964 6.177 0.213
H 7.976 2.690 5.632 0.236
H 7.716 2.785 3.164 0.226
H 5.503 2.559 2.117 0.218
H 3.463 2.244 3.468 0.234
O -0.866 4.745 0.317 -0.645
C 0.419 5.076 0.614 0.347
C 0.849 6.395 0.499 -0.292
C 2.152 6.741 0.802 -0.143
C 3.060 5.775 1.224 -0.251
C 2.636 4.468 1.332 -0.133
C 1.320 4.094 1.041 -0.210
C 0.967 2.675 1.206 0.802
O 1.830 1.822 1.557 -0.738
O -0.215 2.229 1.021 -0.764
H -1.315 5.545 0.015 0.481
H 0.147 7.152 0.164 0.212
H 2.462 7.773 0.706 0.225
H 4.082 6.041 1.456 0.229
H 3.324 3.692 1.638 0.237



| no. | calculated total energy (eV) |
| --- | --- |
| 1 | -123280.10473 |
| 2 | -115688.20536 |
| 3 | -122680.00948 |